Entry 1:
56
Properties=species:S:1:pos:R:3:forces:R:3 method="wB97M-V/def2-TZVPD" total_charge=0
P -1.451 -0.746 0.231 -2.827 0.009 -2.269
P 1.142 -2.453 0.488 0.784 -2.142 -1.386
C -1.385 -2.457 -0.474 -0.202 -0.420 -0.162
C -0.423 -3.389 0.225 0.386 -0.845 -0.541
H -1.071 -2.349 -1.528 -0.261 -0.041 0.385
H -2.422 -2.828 -0.439 0.353 0.030 -0.286
H -0.807 -3.761 1.210 0.458 0.369 -0.714
H -0.172 -4.281 -0.399 -0.435 0.518 0.390
C 1.592 -1.482 -0.991 0.050 -0.476 -0.530
H 2.666 -1.260 -0.889 -0.275 -0.159 -0.057
H 1.066 -0.525 -1.107 -0.003 -0.406 0.112
H 1.424 -2.125 -1.869 0.222 0.404 -0.002
C 2.340 -3.785 0.474 0.503 -0.179 0.103
H 2.538 -3.970 -0.594 0.050 -0.189 0.330
H 1.884 -4.675 0.932 0.298 0.311 -0.077
H 3.255 -3.490 1.007 -0.293 -0.153 -0.125
C -2.376 -0.147 -1.274 -0.275 0.391 -0.290
H -2.946 0.769 -1.081 0.353 -0.373 0.040
H -3.092 -0.908 -1.633 0.353 0.037 0.407
H -1.691 0.081 -2.100 -0.094 -0.132 0.361
C -2.879 -0.914 1.378 -0.099 0.009 0.385
H -2.535 -0.874 2.424 -0.296 -0.039 -0.348
H -3.379 -1.877 1.188 -0.019 0.426 0.149
H -3.580 -0.079 1.200 0.289 -0.402 0.157
Hg 0.315 -0.884 1.847 1.292 2.465 3.586
C 0.127 2.164 -2.116 -0.021 -0.420 -0.628
C -0.699 2.045 -3.168 0.730 -0.128 0.044
C -1.825 2.945 -3.591 -0.163 0.067 0.217
C -2.315 3.903 -2.479 -0.087 0.380 -0.587
C -2.936 3.238 -1.295 -0.134 -0.198 0.437
C -2.310 2.872 -0.177 -0.308 0.148 0.112
C -0.854 3.047 0.167 0.612 -0.231 -0.183
C 0.162 3.193 -1.023 0.379 0.352 1.047
C 0.697 -0.064 3.744 -0.274 0.181 0.036
H 0.962 1.434 -2.048 -0.715 0.375 -0.127
H -0.498 1.213 -3.864 -0.050 0.376 0.336
H -2.653 2.316 -3.965 0.190 0.270 0.116
H -1.482 3.558 -4.447 -0.172 -0.304 0.274
H -1.462 4.515 -2.173 -0.566 0.061 -0.218
H -3.090 4.556 -2.915 0.421 -0.021 0.058
H -4.015 3.051 -1.375 0.367 -0.092 0.050
H -2.907 2.354 0.595 0.268 0.416 -0.304
H -0.552 2.161 0.762 -0.080 0.482 -0.140
H -0.700 3.941 0.817 -0.214 -0.635 -0.262
H 0.113 4.238 -1.364 0.196 -0.530 -0.134
H 1.166 3.074 -0.572 -0.436 0.309 -0.035
H 1.801 -0.019 3.757 -0.575 0.006 0.175
H 0.298 -0.857 4.396 0.303 0.540 0.186
H 0.219 0.910 3.913 0.183 -0.394 0.175
Cl 5.874 -2.231 1.216 0.310 -0.120 -0.313
C 5.517 -1.913 2.922 -1.375 0.304 0.654
Cl 6.678 -0.864 3.692 0.610 0.111 0.028
C 4.052 -1.271 2.970 0.235 -0.377 -0.035
O 3.191 -2.194 2.874 0.048 0.783 -0.095
O 3.947 -0.040 3.065 -0.170 -0.978 -0.182
H 5.481 -2.866 3.459 0.180 0.254 -0.320

***

Entry 2:
57
Properties=species:S:1:pos:R:3:forces:R:3 method="wB97M-V/def2-TZVPD" total_charge=+3
C -3.295 0.302 -2.790 -1.456 0.372 0.081
C -2.653 1.802 -2.619 1.344 -2.225 -1.745
C -1.142 1.966 -3.287 -0.173 1.762 0.127
C -0.014 2.046 -2.101 0.280 0.517 -0.840
C 1.013 0.753 -2.045 3.459 0.051 -0.441
O 1.411 0.114 -3.339 -2.715 0.049 2.557
C 0.597 -1.082 -3.608 -0.172 -0.553 -1.399
C 1.316 -2.510 -3.245 -0.558 -0.416 -1.463
C 0.191 -3.692 -3.604 -0.517 0.836 0.210
C 2.446 1.527 -1.663 4.414 0.841 -1.464
O 3.571 1.601 -2.379 -7.878 -0.222 4.935
N 2.075 2.093 -0.299 1.520 -2.379 -2.939
C 1.401 0.944 0.419 -1.165 0.969 2.262
C 2.274 0.371 1.683 0.035 -0.016 -0.108
C 1.386 0.382 3.073 0.732 -0.104 -0.177
C 2.390 0.162 4.375 -0.944 -1.048 -0.407
C 1.455 -0.083 5.713 1.131 2.753 6.235
O 1.723 0.521 6.904 -1.828 -4.060 -8.222
O 0.261 -0.973 5.700 2.070 2.996 -0.859
C -0.961 -0.150 5.722 -1.533 0.116 0.186
C -2.176 -1.027 5.053 -0.301 0.229 0.024
C 0.974 -0.224 -0.698 1.648 1.804 -0.349
P -0.645 -1.129 -0.249 1.593 -0.667 0.250
S -1.997 0.027 0.584 -0.898 0.930 0.117
H -4.423 0.379 -2.414 2.068 -0.536 -0.716
H -2.785 -0.533 -2.148 -0.840 2.040 -1.118
H -3.315 -0.005 -3.920 0.164 0.800 2.126
H -3.385 2.543 -3.203 2.644 -3.075 -3.079
H -2.699 2.144 -1.492 0.764 -0.792 -0.312
H -1.155 3.039 -3.812 0.117 -2.276 1.005
H -0.918 1.198 -4.141 -0.685 1.208 1.847
H -0.523 2.303 -1.079 1.154 -0.796 -1.810
H 0.676 2.985 -2.363 -1.574 -2.157 0.501
H 0.410 -1.094 -4.787 0.416 0.005 2.544
H -0.460 -0.920 -3.125 1.745 -0.598 -0.687
H 2.177 -2.667 -4.056 -1.612 0.600 2.222
H 1.732 -2.593 -2.154 -0.790 0.208 -2.175
H 0.093 -4.481 -2.740 0.346 1.421 -1.948
H -0.864 -3.148 -3.698 1.992 -1.228 0.199
H 0.399 -4.174 -4.658 -0.335 0.830 2.390
H 2.804 2.636 0.213 -0.593 -1.006 -0.559
H 0.467 1.498 0.914 1.524 -1.754 -1.079
H 3.248 1.032 1.778 -1.983 -1.382 -0.086
H 2.603 -0.725 1.434 -0.442 2.024 0.645
H 0.632 -0.518 2.993 1.298 1.887 0.427
H 0.821 1.406 3.198 1.018 -2.045 -0.354
H 3.143 1.045 4.527 -1.748 -1.665 -0.005
H 3.015 -0.814 4.149 -1.298 1.853 0.788
H -0.819 0.845 5.116 -0.134 -1.838 1.396
H -1.250 0.046 6.845 0.719 -0.160 -2.216
H -1.858 -2.158 5.000 -0.827 2.274 0.256
H -2.419 -0.640 3.965 0.708 -0.758 1.951
H -3.177 -0.856 5.679 2.367 -0.636 -1.293
H 1.917 -0.956 -0.710 -2.319 1.358 -0.320
H -1.241 -1.885 -1.332 0.882 0.361 0.581
H -0.288 -2.124 0.771 -0.199 0.719 -1.042
Y -4.161 3.449 -2.052 -2.639 2.577 3.349

***

Entry 3:
60
Properties=species:S:1:pos:R:3:forces:R:3 method="wB97M-V/def2-TZVPD" total_charge=0
H 0.228 2.449 0.478 -0.120 -0.051 -0.297
N 0.263 1.272 -1.279 0.689 0.612 -0.324
B 0.680 0.443 -3.651 0.250 -0.003 1.234
N 0.689 1.546 -2.566 -0.580 -0.108 0.899
C 1.091 2.824 -2.671 -0.300 -0.172 0.565
Ca -1.345 -0.730 -0.583 1.419 1.731 3.834
H 1.426 3.192 -3.632 -0.009 0.093 0.247
C 0.945 3.416 -1.421 0.182 -0.065 -0.163
H 1.151 4.438 -1.163 0.093 0.094 0.047
C 0.453 2.402 -0.580 0.021 -0.328 -1.170
H 1.034 0.846 -4.718 -0.093 0.092 -0.132
C -0.710 -3.097 -0.725 -0.135 -2.935 -0.117
H -0.307 -3.375 0.256 -0.136 0.617 -0.066
H -0.113 -3.547 -1.524 -0.223 0.660 0.077
H -1.785 -3.344 -0.852 0.419 0.535 0.125
N -0.774 -0.114 -3.709 -1.738 -0.721 1.279
N 1.644 -0.662 -3.146 -0.396 -0.729 1.151
N -1.526 -0.458 -2.553 -0.729 0.283 -6.943
N 1.257 -1.355 -2.014 0.504 -0.512 -0.962
C -1.531 -0.282 -4.805 -0.176 -0.108 1.121
C 2.836 -1.110 -3.594 -0.440 -0.505 0.559
H -1.097 -0.019 -5.758 -0.241 -0.133 -0.031
H 3.292 -0.672 -4.472 -0.026 -0.088 0.164
C -2.793 -0.755 -4.424 0.180 0.041 0.219
C 3.228 -2.167 -2.771 -0.401 0.287 -0.048
C -2.755 -0.850 -3.024 1.860 0.651 -0.578
C 2.192 -2.294 -1.820 0.000 1.009 -0.923
H -3.630 -0.985 -5.061 0.050 0.028 -0.031
H 4.116 -2.765 -2.840 0.145 -0.041 -0.090
H -3.533 -1.169 -2.334 0.087 0.130 -0.163
H 2.062 -3.036 -1.049 0.198 0.115 0.119
H -2.379 1.151 -0.327 0.459 0.066 -0.773
C -1.600 2.425 2.432 0.090 -0.185 0.025
Si -1.775 0.550 2.691 -0.851 1.188 -0.708
C -2.138 0.333 4.529 0.111 -0.421 0.205
C -3.281 0.099 1.650 -0.642 0.209 0.024
C -0.363 -0.452 2.068 -0.186 -0.633 0.769
Si 1.383 -0.215 2.605 1.116 0.275 -0.221
C 1.709 -1.050 4.272 -0.279 -0.140 0.073
C 2.562 -1.010 1.373 0.064 0.001 -0.049
C 1.935 1.581 2.796 -0.063 0.042 -0.004
H -2.348 2.940 3.056 0.245 -0.135 -0.112
H -1.796 2.694 1.384 0.073 -0.153 0.261
H -0.602 2.787 2.710 -0.258 0.072 -0.016
H -2.916 1.051 4.842 0.292 -0.280 -0.184
H -2.495 -0.688 4.740 0.137 0.340 0.068
H -1.229 0.519 5.124 -0.330 -0.062 -0.123
H -3.195 0.643 0.629 0.099 -0.609 1.287
H -3.398 -0.980 1.469 -0.164 -0.073 0.120
H -4.198 0.481 2.122 0.033 -0.321 0.035
H -0.602 -1.544 2.114 0.068 0.479 -0.255
H 1.537 -2.133 4.210 0.036 0.205 0.047
H 2.757 -0.892 4.566 -0.238 -0.002 -0.121
H 1.067 -0.653 5.070 0.139 -0.085 -0.142
H 2.629 -0.428 0.444 -0.081 -0.123 0.161
H 3.572 -1.072 1.805 -0.216 -0.027 -0.094
H 2.240 -2.025 1.104 0.114 0.159 0.083
H 1.933 2.125 1.843 -0.013 -0.147 0.230
H 1.330 2.143 3.518 0.137 -0.103 -0.107
H 2.972 1.576 3.168 -0.246 -0.017 -0.081

***

Entry 4:
64
Properties=species:S:1:pos:R:3:forces:R:3 method="wB97M-V/def2-TZVPD" total_charge=+1
C 3.788 0.981 2.269 0.159 -0.976 -0.275
C 4.781 0.596 1.020 -0.495 0.873 -0.392
C 5.220 2.026 0.285 0.383 -0.651 0.622
C 4.076 -0.397 -0.113 1.262 0.488 0.394
C 3.879 -1.916 0.470 0.518 -0.155 -0.978
C 4.827 -2.899 -0.495 -0.863 0.764 -0.601
C 2.357 -2.513 0.361 1.087 -1.838 0.078
O 1.494 -2.175 1.542 -1.327 2.676 -2.421
C 0.574 -1.075 1.097 1.112 -1.415 -0.145
C 0.070 -0.257 2.421 2.987 -0.587 1.293
N -1.213 0.531 2.248 -1.342 -0.375 0.766
C -2.214 -0.140 1.283 -1.836 -1.065 -0.893
Cl -2.765 -1.674 2.254 0.662 1.486 -0.817
C -3.584 0.742 1.092 -1.248 0.733 0.768
C -4.302 0.602 -0.381 -3.470 -3.247 -3.225
O -5.027 -0.479 -0.727 4.843 5.835 2.654
N -4.163 1.692 -1.423 -0.848 -1.892 1.972
C -4.527 1.219 -2.815 0.091 0.359 -0.832
C -4.876 2.970 -1.038 0.230 1.379 0.568
C -1.547 -0.736 -0.074 -0.295 -1.479 0.103
C -1.035 0.289 -1.205 -0.375 -1.380 -0.083
P -0.470 2.014 -0.717 3.031 6.057 -6.071
O 0.070 2.717 -2.067 -2.136 -3.124 5.203
O -1.740 3.101 -0.148 2.879 -2.169 1.791
O 0.849 2.126 0.412 -2.321 -0.203 -0.921
O -0.513 -1.734 0.363 -0.387 2.784 0.340
H 4.381 1.267 3.251 -1.161 -0.426 -2.179
H 3.117 1.878 1.918 1.041 -1.820 0.886
H 3.167 -0.001 2.523 0.996 2.186 -0.425
H 5.721 0.065 1.473 -1.711 0.952 -1.055
H 4.524 2.313 -0.612 1.277 -0.761 1.621
H 6.343 1.905 -0.092 -2.534 0.627 0.776
H 5.098 2.870 1.096 0.652 -1.541 -1.711
H 4.858 -0.429 -1.015 -1.772 0.040 1.898
H 3.111 0.102 -0.547 1.599 -0.917 0.935
H 4.300 -1.926 1.577 -1.222 -0.233 -2.205
H 5.971 -2.677 -0.348 -2.340 -0.603 -0.123
H 4.536 -4.026 -0.379 0.879 2.131 -0.037
H 4.560 -2.582 -1.613 0.628 -0.819 2.315
H 2.464 -3.701 0.407 -0.356 2.634 -0.006
H 1.818 -2.295 -0.668 1.116 -0.144 2.151
H 1.192 -0.453 0.323 -1.315 -0.521 1.790
H 0.941 0.505 2.713 -2.015 -1.560 -0.815
H -0.058 -0.943 3.390 0.170 1.172 -2.586
H -1.705 0.481 3.192 0.626 0.206 -1.337
H -1.086 1.549 2.060 0.191 -0.925 -0.257
H -3.444 1.887 1.398 0.014 -2.486 -1.047
H -4.391 0.336 1.874 1.884 0.721 -1.872
H -5.694 1.150 -2.934 2.285 -0.015 0.082
H -4.078 2.032 -3.565 -1.127 -1.739 1.662
H -4.020 0.187 -3.066 -1.158 2.054 0.689
H -4.368 3.906 -1.578 -1.170 -2.205 1.076
H -6.022 2.926 -1.297 2.215 0.002 0.447
H -4.771 3.167 0.127 -0.216 -0.494 -2.465
H -2.389 -1.417 -0.582 1.864 1.661 1.338
H -1.902 0.400 -2.017 1.903 0.328 1.945
H -0.142 -0.237 -1.798 -1.714 1.407 1.480
H -1.399 3.545 0.698 -0.581 -0.586 -1.747
H 1.470 2.863 0.137 -1.140 -1.018 -0.124
C -3.222 -4.052 -2.392 -0.175 -0.384 -0.069
Cl -4.787 -4.453 -3.144 0.511 0.181 0.250
Cl -2.409 -2.789 -3.352 -0.092 -0.104 0.180
Cl -3.494 -3.456 -0.735 -0.081 -0.351 -0.347
Cl -2.198 -5.509 -2.339 -0.271 0.472 -0.012

***

Q: Which total energy values were calculated for the entries above? A: -2573.8162 -1798.8311 -2277.4720 -3870.3022, in Eh.